No. 1
ORCA calculation (wB97M-V/def2-TZVPD) on a 4-piece molecular cluster, C16H24O12 overall at a distorted geometry.

```
! wB97M-V def2-TZVPD RIJCOSX def2/J DEFGRID3
* xyz 0 1
C -1.87662 2.13729 -1.21756
C -2.02462 0.76329 -1.82056
C -1.76462 0.66929 -3.31156
O -0.66262 -0.27871 -3.31556
C -0.41862 -0.65571 -2.02756
O 0.42938 -1.43671 -1.65456
O -1.19562 -0.04671 -1.21156
H -0.94162 2.46729 -1.36556
H -2.16962 2.11129 -0.15956
H -2.67462 3.05029 -1.61756
H -3.02862 0.53229 -1.48956
H -1.57962 1.49929 -3.79956
H -2.62262 0.19329 -3.68656
C -5.27562 -0.44871 1.79544
C -4.08762 -0.27371 2.75744
C -2.73262 -0.64871 2.17044
O -1.82762 0.40929 2.29144
C -2.49462 1.43729 2.64844
O -2.09962 2.62329 2.68744
O -3.85262 1.14429 2.83044
H -6.28262 -0.23971 2.25844
H -5.48262 -1.45971 1.36244
H -5.10862 0.40129 1.17044
H -4.46462 -0.76971 3.66244
H -2.70562 -0.83671 1.17644
H -2.38162 -1.47871 2.78344
C -0.22862 -2.97671 1.38544
C 1.16338 -3.26671 2.10644
C 2.42938 -2.78371 1.29644
O 3.19538 -2.18171 2.19944
C 2.46938 -2.11871 3.36644
O 2.83738 -1.48271 4.38544
O 1.33338 -2.69171 3.34744
H -0.49062 -2.05871 1.21744
H -1.06862 -3.37871 2.06144
H -0.27262 -3.54471 0.41644
H 1.10338 -4.25271 2.06944
H 2.11338 -2.11171 0.58544
H 2.84338 -3.49271 0.43744
C 2.69738 0.90329 -2.23556
C 4.07138 1.41129 -2.44756
C 4.24638 2.83029 -2.87056
O 5.12638 3.45929 -1.94756
C 5.37638 2.59229 -0.96856
O 6.10938 2.87729 -0.03056
O 4.74138 1.49429 -1.13456
H 2.22438 1.51729 -2.94856
H 2.14938 1.49729 -1.31356
H 2.56138 -0.08371 -2.10556
H 4.61738 0.70029 -3.06356
H 3.27238 3.41429 -3.01756
H 4.70438 2.86229 -3.70856
*
```

## Properties
- Energy relative to the best compared isomer or geometry (same formula, charge and spin): 639.91 kJ/mol
- SMILES: C[C@H]1COC(=O)O1.C[C@H]1COC(=O)O1.C[C@H]1COC(=O)O1.C[C@H]1COC(=O)O1
- Frontier orbital gap: 10.36 eV

=====

No. 2
ORCA calculation (wB97M-V/def2-TZVPD) on one molecule with the formula C2H10N4O at a distorted geometry.

```
! wB97M-V def2-TZVPD RIJCOSX def2/J DEFGRID3
* xyz 0 1
C -2.59921 -1.14229 0.24863
O -1.53796 -0.86285 -0.64114
N -0.15840 -0.76070 0.13661
N 0.76362 -1.62287 -0.49057
C 0.09325 0.62676 -0.20142
N 1.45170 0.91353 0.47881
N 2.20755 1.92932 -0.16254
H -3.00785 -0.21153 0.66246
H -2.30849 -1.79282 1.08566
H -3.40445 -1.66297 -0.28220
H 1.64299 -1.65834 0.02466
H 0.87757 -1.41781 -1.48357
H -0.63650 1.29518 0.26165
H 0.16915 0.80519 -1.27812
H 1.40507 0.77369 1.48685
H 3.18971 1.92257 0.11515
H 1.85226 2.86591 0.03908
*
```

## Properties
- Energy relative to the best compared isomer or geometry (same formula, charge and spin): 544.71 kJ/mol
- SMILES: CON(N)CNN
- Frontier orbital gap: 9.75 eV

=====

No. 3
ORCA calculation (wB97M-V/def2-TZVPD) on C2H14O7Pd as an isolated structure at a distorted geometry.

```
! wB97M-V def2-TZVPD RIJCOSX def2/J DEFGRID3
* xyz 0 3
Pd -0.14507 0.47584 0.19412
O 1.11428 -0.79210 0.45549
C 0.15778 -1.84540 0.71513
C -1.30612 -1.63741 0.26853
O -1.85509 -0.31341 0.33623
H 0.21755 -1.86920 1.80323
H 0.52811 -2.78351 0.30174
H -1.96179 -2.26280 0.87440
H -1.44042 -2.05105 -0.73095
O 1.09883 1.48442 -0.23985
H 1.58240 1.81635 0.51660
H 1.46464 1.95962 -0.98590
O -0.04442 1.09468 1.71824
H 0.38928 1.88954 2.02860
H -0.21233 0.58724 2.51232
O -0.18477 0.28773 -1.47360
H 0.23249 -0.49827 -1.82619
H -0.87193 0.49874 -2.10568
O -1.19083 1.70391 0.06584
H -0.77168 2.44844 -0.36570
H -2.09327 1.98784 0.21148
O 1.64114 -0.95480 -1.71728
H 2.42729 -0.40941 -1.69010
H 1.22402 -0.81710 -0.86681
*
```

## Properties
- Energy relative to the best compared isomer or geometry (same formula, charge and spin): 1885.45 kJ/mol
- <S²>: 2.003
- Frontier orbital gap (alpha / beta): 4.16 / 8.74 eV

=====

No. 4
ORCA calculation (wB97M-V/def2-TZVPD) on C29H35N5O4SZr as an isolated structure.

```
! wB97M-V def2-TZVPD RIJCOSX def2/J DEFGRID3
* xyz 2 1
Zr 0.70181 0.55106 -0.84661
C 3.77366 2.27032 -3.89587
C 2.85214 1.86675 -2.80515
N 2.21596 0.74889 -2.73973
O 2.48418 -0.11233 -3.76254
C 2.49465 2.73807 -1.64706
C 2.38347 4.21093 -1.70852
N 2.19665 1.99315 -0.64084
O 1.26065 2.26563 0.29983
H 3.53794 1.75268 -4.82115
H 4.79982 2.01905 -3.61362
H 3.72924 3.34647 -4.05536
H 2.16211 -0.98108 -3.47062
H 3.37913 4.66097 -1.74136
H 1.85110 4.57762 -0.83432
H 1.85824 4.51064 -2.61629
O -6.85674 -0.07768 -0.44455
C -5.63515 -0.27177 0.06102
O -5.46438 -1.00966 0.99245
C -4.47678 0.42574 -0.59378
C -4.47419 0.91258 -1.89849
C -3.31567 1.41750 -2.46699
C -2.13876 1.48228 -1.72797
S -0.60356 1.90711 -2.48264
C -2.17302 1.06263 -0.39691
C -3.31122 0.50704 0.15394
H -6.87769 0.62301 -1.10788
H -5.36128 0.85272 -2.51873
H -3.31575 1.73844 -3.50029
H -1.31531 1.16574 0.28082
H -3.32365 0.12219 1.16417
C 0.54939 -1.28559 4.49389
C 0.97310 -1.03763 3.02837
N 0.52486 0.28347 2.58628
C -0.90491 0.42764 2.86386
C -1.16041 0.47298 4.38895
N 0.11431 0.04028 5.05273
C 1.18440 1.07256 4.82807
C 1.26469 1.32226 3.30314
H 1.36067 -1.66165 5.11375
H -0.29861 -1.96311 4.57948
H 0.55358 -1.79368 2.36699
H 2.05830 -1.08425 2.93608
H -1.42761 -0.41414 2.40754
H -1.27570 1.34770 2.41352
H -1.95525 -0.19870 4.70686
H -1.38523 1.47625 4.74664
H -0.04809 -0.05771 6.05374
H 2.10841 0.66830 5.23787
H 0.91345 1.96368 5.39048
H 2.30371 1.32096 2.97819
H 0.84661 2.29169 3.03781
C 4.22336 -2.19736 -1.69005
C 3.14279 -2.96583 -2.14440
C 1.86737 -2.77164 -1.65808
C 1.64168 -1.82077 -0.63538
C 2.73962 -1.06826 -0.16786
C 4.01833 -1.25672 -0.70811
N 0.39227 -1.44219 -0.15691
C -0.78549 -1.96744 -0.76626
C -1.70794 -2.66627 0.00888
C -2.93038 -3.03418 -0.52289
C -3.24996 -2.70283 -1.83632
C -2.33874 -2.01329 -2.61688
C -1.10124 -1.65613 -2.08910
H 5.21132 -2.36502 -2.09559
H 3.31229 -3.72688 -2.89594
H 1.04218 -3.37364 -2.01420
H 2.63213 -0.41274 0.69252
H 4.84602 -0.67628 -0.32153
H -1.45175 -2.91411 1.03211
H -3.64594 -3.57079 0.08569
H -4.20928 -2.99133 -2.24511
H -2.57646 -1.75586 -3.64076
H -0.40946 -1.11846 -2.74306
*
```

## Properties
- Energy relative to the best compared isomer or geometry (same formula, charge and spin): 106.44 kJ/mol
- Frontier orbital gap: 7.42 eV